Record 1
DFT (ωB97M-V/def2-TZVPD) results for a structure of composition C20H15BBr2ClF2N3PtS.

The geometry in XYZ format:
```
46
Properties=species:S:1:pos:R:3:forces:R:3
Pt -0.1402 0.2773 0.5561 0.01 -0.04 0.06
Br 6.4093 1.8487 -0.1278 -0.02 0.00 0.00
C 4.5823 1.3998 0.0566 -0.03 0.03 0.00
C 4.2317 0.0531 0.3031 0.00 -0.03 0.00
C 2.8991 -0.2255 0.4358 0.04 0.01 0.01
N 1.9234 0.6915 0.3330 -0.02 0.07 -0.03
C 2.2593 2.0122 0.1081 0.00 0.05 0.01
C 3.6287 2.3622 -0.0354 0.04 -0.01 0.00
C 1.2031 2.9562 0.0458 0.01 -0.06 0.01
C 1.3915 4.3411 -0.2083 -0.01 0.04 -0.02
C 0.3116 5.1682 -0.2110 -0.01 -0.01 0.01
Br 0.5381 7.0150 -0.5516 0.00 -0.03 0.01
C -0.9857 4.6758 0.0337 -0.02 0.02 -0.01
C -1.1018 3.3264 0.2532 -0.02 0.00 0.00
N -0.0673 2.4851 0.2560 0.04 -0.02 -0.06
H 4.9765 -0.7224 0.3891 -0.01 0.00 0.00
H 2.5633 -1.2330 0.6351 0.01 -0.05 0.00
H 3.9121 3.3892 -0.2073 0.01 -0.01 0.00
H 2.3762 4.7387 -0.4000 -0.01 0.00 0.00
H -1.8483 5.3233 0.0460 0.01 0.00 0.00
H -2.0727 2.8828 0.4409 0.01 0.01 0.00
Cl -1.0230 0.0850 -2.1654 0.01 0.02 0.02
C -2.1137 -1.1942 -1.6451 -0.01 0.02 0.01
C -2.4451 -2.1729 -2.5616 -0.02 0.01 0.02
C -3.2242 -3.2429 -2.1443 0.01 -0.02 -0.03
C -3.6445 -3.3063 -0.8248 -0.02 -0.03 0.00
C -3.3114 -2.2968 0.0658 0.01 0.03 0.00
C -2.5404 -1.1996 -0.3185 -0.02 -0.08 -0.08
C -2.1867 -0.1025 0.6352 -0.03 0.05 0.04
H -2.0873 -2.1027 -3.5803 0.00 -0.01 0.01
H -3.4886 -4.0233 -2.8455 0.00 0.01 0.00
H -4.2401 -4.1445 -0.4861 0.00 0.01 -0.01
H -3.6535 -2.3516 1.0928 0.01 0.01 -0.01
H -2.6045 -0.3521 1.6111 0.02 0.01 0.01
H -2.6866 0.8148 0.3059 0.00 0.01 0.02
F -0.3367 -0.8282 3.2689 0.03 -0.01 -0.03
B -0.1598 0.2762 2.5313 -0.08 0.04 0.08
F -0.0139 1.3945 3.2375 0.02 -0.05 -0.04
S 0.6869 -4.5353 -0.9415 -0.14 -0.02 -0.03
C 0.2535 -4.5183 0.7126 0.09 0.03 0.06
C 0.1128 -3.2378 1.1386 -0.08 -0.03 0.02
N 0.3211 -2.2839 0.1758 -0.02 -0.01 -0.07
C 0.6138 -2.8315 -0.9669 0.12 0.07 0.04
H 0.1326 -5.4252 1.2815 0.03 0.01 -0.02
H -0.1539 -2.9262 2.1376 0.01 -0.01 -0.02
H 0.8030 -2.2601 -1.8655 0.03 -0.03 0.02
```
Forces are in eV/Å.

Calculated values
**Spin multiplicity**: 3
**<S²>**: 2.0240
**Kohn-Sham gap (spin up / spin down)**: 0.2116 / 0.3091 Eh
**Energy above the lowest of the compared OMol25 structures with the same formula, charge and spin**: 35.1 kJ/mol
**Electronic energy**: -198257.1848 eV
**LUMO energy (spin up / spin down)**: 0.31 / -0.24 eV
**HOMO level (spin up / spin down)**: -5.45 / -8.65 eV



Record 2
DFT (ωB97M-V/def2-TZVPD) results for the molecule C5H10O.

The geometry in XYZ format:
```
16
Properties=species:S:1:pos:R:3:forces:R:3
C -0.7790 0.9307 -2.3797 0.00 0.15 -0.54
O -0.0920 0.0070 -1.5581 -0.17 0.49 0.04
C -0.5294 0.2051 -0.2251 0.37 -0.12 0.29
C 0.1221 -0.8553 0.6534 -0.40 0.13 -0.18
C 0.2672 -0.5944 2.1250 -0.19 0.01 0.18
C 1.4960 -0.6504 1.2689 -0.02 0.04 -0.18
H -1.2530 1.7160 -1.7653 0.14 -0.16 -0.43
H -0.0912 1.3992 -3.0926 0.04 -0.05 0.23
H -1.5413 0.4166 -2.9777 -0.09 0.06 0.19
H -0.1891 1.1972 0.1312 -0.07 -0.15 -0.05
H -1.6549 0.2671 -0.2630 0.86 -0.61 0.64
H -0.0898 -1.8767 0.3474 -0.07 0.14 0.10
H 0.0668 -1.4096 2.8113 0.06 0.10 -0.05
H -0.0424 0.3825 2.4876 0.02 -0.15 -0.05
H 2.0331 0.2748 1.0740 -0.20 -0.10 -0.02
H 2.1480 -1.5180 1.3794 -0.28 0.21 -0.17
```
Forces are in eV/Å.

Calculated values
**Spin multiplicity**: 1
**SMILES**: COCC1CC1
**Kohn-Sham gap**: 0.3977 Eh
**Energy above the lowest of the compared OMol25 structures with the same formula, charge and spin**: 171.0 kJ/mol
**Electronic energy**: -7392.9926 eV
**LUMO energy**: 1.17 eV
**HOMO level**: -9.65 eV



Record 3
DFT (ωB97M-V/def2-TZVPD) results for a structure of composition C28H22AlClN8OS.

The geometry in XYZ format:
```
62
Properties=species:S:1:pos:R:3:forces:R:3
Al -0.2714 -0.0898 0.5079 0.39 0.05 0.06
Cl 3.3495 4.2039 -4.0589 -0.04 -0.04 0.03
C 2.2816 3.2456 -3.0984 0.04 0.05 -0.07
C 0.9023 3.3019 -3.3281 -0.09 0.03 -0.04
C 0.0237 2.5584 -2.5703 0.04 0.07 -0.11
C 0.4997 1.7217 -1.5622 -0.12 -0.14 0.08
O -0.3670 1.0146 -0.8421 -0.14 0.02 0.01
C 1.8875 1.6606 -1.3344 0.17 -0.13 0.18
C 2.4298 0.8715 -0.2747 0.05 0.12 -0.20
N 1.7293 0.1025 0.4950 -0.04 -0.15 0.28
C 2.3294 -0.5664 1.5955 -0.28 0.18 -0.23
C 3.5924 -1.0663 1.6898 0.24 -0.10 0.08
C 4.0216 -1.6690 2.9002 0.00 0.06 -0.14
C 3.1988 -1.7354 3.9866 -0.07 0.03 0.03
C 1.8738 -1.2342 3.9006 0.06 -0.09 0.20
C 0.9491 -1.2310 4.9696 0.08 -0.07 0.05
C -0.3092 -0.7274 4.7833 -0.05 0.04 -0.02
C -0.6780 -0.2647 3.5132 0.01 -0.01 -0.03
N 0.1559 -0.2484 2.4882 0.04 -0.17 -0.05
C 1.4429 -0.6933 2.6874 -0.29 0.21 -0.17
C 2.7712 2.4372 -2.1101 0.06 -0.03 0.03
H 0.5284 3.9449 -4.1146 0.01 -0.01 0.02
H -1.0420 2.6079 -2.7471 0.01 0.00 0.00
H 3.5015 0.9528 -0.0922 0.00 0.01 -0.02
H 4.2742 -1.0042 0.8499 -0.01 -0.03 0.03
H 5.0251 -2.0681 2.9590 0.00 0.03 -0.01
H 3.5440 -2.1650 4.9187 -0.02 0.00 -0.03
H 1.2473 -1.6254 5.9340 0.00 0.01 -0.02
H -1.0299 -0.6984 5.5879 0.01 0.00 -0.01
H -1.6831 0.0861 3.3194 0.01 -0.03 0.00
H 3.8376 2.3923 -1.9234 -0.03 0.00 0.01
N -5.3606 1.8462 1.6447 0.01 0.00 -0.01
C -5.5356 0.7973 0.8356 0.08 0.26 0.17
N -6.7591 0.4632 0.4494 0.03 -0.03 -0.04
N -4.5340 0.0498 0.3922 -0.01 -0.44 -0.31
C -3.2996 0.0566 0.6529 -0.20 0.20 0.18
N -2.1529 -0.0479 0.8488 0.09 0.04 0.03
H -6.1291 2.4296 1.9311 -0.01 -0.01 0.00
H -4.4325 2.1632 1.8624 0.00 0.02 0.00
H -7.5724 0.9949 0.7079 -0.01 0.01 0.00
H -6.8717 -0.3296 -0.1605 0.00 -0.01 0.01
S 1.3872 -6.1918 -0.7210 -0.11 0.22 -0.17
C 0.7176 -4.6030 -0.3959 0.12 -0.26 -0.04
C 0.9375 -3.6143 -1.3577 -0.05 0.11 -0.17
C 0.5195 -2.3303 -1.1148 0.04 0.03 -0.07
N -0.1314 -1.9777 0.0087 -0.10 -0.07 0.24
C -0.4312 -2.9514 0.8938 0.03 -0.01 -0.20
C -0.0285 -4.2548 0.7330 0.01 0.07 0.10
C 1.5730 -6.8507 0.9129 -0.01 -0.09 0.17
C 2.8186 -6.7948 1.5205 -0.04 0.07 0.03
C 2.9396 -7.3062 2.8062 -0.10 -0.06 0.13
N 1.9240 -7.8344 3.4894 -0.02 0.05 -0.26
C 0.7457 -7.9189 2.8707 0.15 -0.02 0.14
C 0.5211 -7.4581 1.5811 -0.07 -0.10 -0.07
H 1.4608 -3.8401 -2.2778 0.03 0.01 0.05
H 0.7259 -1.5354 -1.8221 0.00 0.00 0.02
H -1.0229 -2.6607 1.7529 0.06 0.04 0.03
H -0.2898 -4.9840 1.4851 0.05 -0.02 0.02
H 3.6710 -6.3668 1.0099 -0.01 -0.01 0.02
H 3.8992 -7.2869 3.3106 -0.02 0.00 0.01
H -0.0595 -8.3838 3.4280 0.02 0.00 0.01
H -0.4414 -7.6042 1.1061 0.01 0.09 0.02
```
Forces are in eV/Å.

Calculated values
**Spin multiplicity**: 1
**Net charge**: +2
**Kohn-Sham gap**: 0.2626 Eh
**Energy above the lowest of the compared OMol25 structures with the same formula, charge and spin**: 0.0 kJ/mol
**Electronic energy**: -73309.5996 eV
**LUMO energy**: -5.98 eV
**HOMO level**: -13.13 eV